The following is a quantum chemistry calculation of a 2-piece molecular cluster, C19H18N overall in a non-equilibrium geometry, from the OMol25 dataset.

```
38
Properties=species:S:1:pos:R:3:forces:R:3
C 1.100 -0.450 5.371 0.0 0.1 0.0
C 0.467 -0.432 4.018 -0.2 -0.2 -0.8
C 0.318 -1.607 3.261 0.1 -0.3 0.1
C -0.223 -1.583 1.988 0.1 0.1 -0.5
C -0.630 -0.360 1.350 0.0 -0.1 0.6
C -1.120 -0.425 0.007 -0.5 0.2 0.8
C -1.833 0.541 -0.783 -0.6 0.6 -0.5
C -2.450 0.108 -2.002 0.6 -0.1 0.4
C -3.106 0.986 -2.857 -0.1 0.2 -0.2
C -3.224 2.352 -2.540 0.4 -0.6 0.4
C -2.694 2.788 -1.313 0.0 0.1 0.0
C -2.042 1.918 -0.449 0.1 -0.3 -0.3
C -0.551 0.810 2.173 0.1 -0.2 0.0
C -0.011 0.759 3.446 0.0 0.3 0.1
H 1.115 0.559 5.767 0.1 0.1 0.2
H 0.552 -1.091 6.066 0.0 0.0 -0.1
H 2.127 -0.827 5.341 -0.1 0.0 -0.1
H 0.676 -2.539 3.719 -0.3 0.3 -0.4
H -0.354 -2.519 1.437 0.2 0.3 0.1
H -1.046 -1.418 -0.434 0.0 0.2 0.0
H -2.379 -0.956 -2.243 0.0 0.4 -0.1
H -3.517 0.621 -3.803 0.1 0.1 0.4
H -3.714 3.061 -3.222 0.3 -0.4 0.4
H -2.776 3.841 -1.038 0.0 -0.3 0.0
H -1.684 2.299 0.497 -0.1 0.1 -0.5
H -0.918 1.763 1.811 0.4 -0.3 0.3
H 0.083 1.670 4.045 -0.2 -0.2 -0.4
N 1.222 -0.881 -1.762 0.2 0.0 -0.3
C 1.671 0.246 -2.343 0.5 -0.8 -0.1
C 2.821 0.273 -3.155 -0.5 0.2 0.3
C 3.534 -0.908 -3.397 -0.9 0.0 0.6
C 3.050 -2.078 -2.800 -0.5 -0.2 0.4
C 1.897 -2.023 -1.992 0.4 0.8 -0.4
H 1.087 1.153 -2.147 0.3 -0.3 -0.1
H 3.111 1.241 -3.569 0.1 -0.4 0.0
H 4.420 -0.916 -4.017 0.0 0.0 0.0
H 3.524 -3.057 -2.923 0.0 0.5 -0.1
H 1.493 -2.921 -1.511 0.2 0.3 -0.2
```
Forces are in eV/Å.

The energy above the lowest of the compared OMol25 structures with the same formula, charge and spin is 201.68 kJ/mol. For the gap between HOMO and LUMO, the calculation gives 6.7 eV. Its total charge is +1.

natural (NBO) analysis output, partial charges in e:
1 C -0.657
2 C 0.124
3 C -0.229
4 C -0.073
5 C -0.200
6 C 0.194
7 C -0.203
8 C -0.093
9 C -0.219
10 C -0.101
11 C -0.244
12 C -0.048
13 C -0.085
14 C -0.223
15 H 0.230
16 H 0.251
17 H 0.251
18 H 0.236
19 H 0.227
20 H 0.234
21 H 0.229
22 H 0.241
23 H 0.243
24 H 0.238
25 H 0.196
26 H 0.211
27 H 0.232
28 N -0.463
29 C 0.027
30 C -0.243
31 C -0.159
32 C -0.243
33 C 0.028
34 H 0.195
35 H 0.231
36 H 0.235
37 H 0.233
38 H 0.195